DFT (ωB97M-V/def2-TZVPD) results for C13H18O2RhSTe as an isolated structure.

ΔE to the lowest compared entry with this formula, charge and spin = 6.5 kcal/mol
orbital gap (spin up / spin down) = 6.33 / 6.33 eV
total charge = +1
calculated total energy = -1433.104706 a.u.

```
36
C13H18O2RhSTe (ωB97M-V/def2-TZVPD)
Rh 0.04174 0.92797 -0.08133
C 0.94023 2.78495 0.35037
C 1.86679 1.92307 -0.32996
C 2.12916 0.80906 0.53144
C 1.36887 0.94318 1.71104
C 0.60852 2.14659 1.58308
H 0.54971 3.72214 -0.01322
H 2.33317 2.10337 -1.28295
H 2.77051 -0.02213 0.28453
H 1.32602 0.24637 2.53177
H -0.09720 2.51486 2.31056
C -2.83686 0.78052 1.32739
O -1.75276 -0.05440 0.89481
C -2.21036 -1.23312 0.23512
C -0.98310 -2.03906 -0.09037
O -0.16165 -1.20080 -0.90647
C 1.03379 -1.85174 -1.34427
H -3.49166 0.20665 1.98374
H -3.39143 1.15654 0.46511
H -2.40470 1.61297 1.87434
H -2.74753 -0.95740 -0.67892
H -2.88360 -1.78512 0.89422
H -1.25276 -2.94198 -0.64235
H -0.44061 -2.31944 0.81803
H 0.77559 -2.73911 -1.92307
H 1.64907 -2.13924 -0.48835
H 1.56553 -1.14832 -1.97934
Te -1.32130 1.52127 -2.14514
C -0.80912 3.48876 -2.63597
C 0.41454 4.07791 -2.81076
C 0.31735 5.43905 -3.19723
C -0.97532 5.85552 -3.31802
S -2.07655 4.60380 -2.94904
H 1.35624 3.55918 -2.70722
H 1.17034 6.07234 -3.39101
H -1.33468 6.82932 -3.60936
```

Mulliken atomic charge list, values in e, 5 entries:
1. Rh 0.425
2. C -0.317
3. C -0.339
4. C -0.649
5. C -0.265

=====

DFT (ωB97M-V/def2-TZVPD) results for one molecule with the formula C22H22N2O4.

ΔE to the lowest compared entry with this formula, charge and spin = 19.4 kcal/mol
orbital gap = 7.74 eV
calculated total energy = -1262.058036 a.u.
SMILES string = COc1ccc(-c2cc(C(=O)OCC(=O)NC(C)C)c3ccccc3n2)cc1

```
50
C22H22N2O4 (ωB97M-V/def2-TZVPD)
C -6.37331 -2.30111 -0.59025
O -6.10332 -1.04629 -0.01279
C -4.84171 -0.55062 -0.08438
C -3.76467 -1.18816 -0.69255
C -2.51738 -0.59064 -0.69893
C -2.30868 0.65059 -0.10500
C -1.00097 1.31179 -0.08748
C 0.19961 0.58645 -0.27323
C 1.41176 1.23310 -0.22428
C 2.66041 0.43809 -0.35889
O 3.72528 0.69615 0.14189
O 2.43993 -0.66207 -1.10501
C 3.50145 -1.59122 -1.25816
C 3.18302 -2.95138 -0.62462
O 3.79374 -3.94676 -0.94498
N 2.20415 -2.91962 0.29338
C 1.72163 -4.08785 1.00378
C 0.25015 -4.32176 0.66830
C 1.93029 -3.90416 2.50447
C 1.43781 2.63770 -0.00150
C 2.60497 3.42253 0.04339
C 2.52356 4.77105 0.26327
C 1.27993 5.39638 0.44352
C 0.12667 4.66582 0.39985
C 0.17265 3.27289 0.17390
N -0.99046 2.60640 0.13814
C -3.40125 1.29002 0.48981
C -4.64243 0.70203 0.50482
H -7.43093 -2.48657 -0.41022
H -6.18624 -2.29590 -1.66876
H -5.78266 -3.09484 -0.12166
H -3.88526 -2.14808 -1.16995
H -1.71045 -1.10154 -1.20269
H 0.16540 -0.48003 -0.42643
H 4.41198 -1.19159 -0.79437
H 3.67986 -1.73869 -2.32610
H 1.75160 -2.04258 0.50113
H 2.32528 -4.92619 0.64207
H -0.10616 -5.22258 1.15980
H 0.12215 -4.43900 -0.40511
H -0.35563 -3.48158 1.00507
H 1.61607 -4.79700 3.03751
H 2.98018 -3.72281 2.71998
H 1.34774 -3.05971 2.86912
H 3.56370 2.94719 -0.08754
H 3.42445 5.36537 0.29802
H 1.24327 6.46227 0.61442
H -0.84262 5.12122 0.52836
H -3.24404 2.25693 0.94019
H -5.48706 1.18815 0.96679
```

Mulliken atomic charge list, values in e, 5 entries:
1. C -0.822
2. O -0.463
3. C 0.948
4. C -0.560
5. C -0.937

=====

DFT (ωB97M-V/def2-TZVPD) results for C30H22BrF6N9O4PReS as an isolated structure at a distorted geometry.

ΔE to the lowest compared entry with this formula, charge and spin = 6.0 kcal/mol
orbital gap (spin up / spin down) = 6.34 / 6.69 eV
⟨S²⟩ = 0.756
total charge = -1
calculated total energy = -5941.328543 a.u.
2S+1 = 2

```
75
C30H22BrF6N9O4PReS (ωB97M-V/def2-TZVPD)
Re -0.00609 -0.19090 0.03560
O 0.13471 1.54494 2.57716
S 1.51942 1.15136 2.42107
O 2.22801 0.84825 3.62424
O 1.70913 0.16350 1.29513
C 2.10522 2.67984 1.72073
C 3.21579 3.34548 2.19987
C 3.42512 4.66582 1.81993
C 2.50638 5.30676 1.00139
C 1.40299 4.62277 0.50358
C 1.20388 3.28790 0.83082
P -0.22342 2.33033 0.14445
C -0.31375 2.98748 -1.58462
C 0.79025 3.50954 -2.25917
C 0.69944 3.89099 -3.58945
C -0.49199 3.73261 -4.28434
C -1.59162 3.19422 -3.63555
C -1.50129 2.82839 -2.30136
C -1.72021 3.01789 0.93239
C -1.62683 4.01524 1.89980
C -2.76662 4.47656 2.54029
C -4.00994 3.94126 2.23272
C -4.10828 2.93928 1.28095
C -2.96895 2.47650 0.64021
H 3.87396 2.83844 2.89468
H 4.28662 5.20661 2.19333
H 2.64488 6.35040 0.74810
H 0.68862 5.13686 -0.12797
H 1.74306 3.61245 -1.75947
H 1.56940 4.30340 -4.08542
H -0.55505 4.01040 -5.32941
H -2.52253 3.04063 -4.16764
H -2.37266 2.40563 -1.82869
H -0.66187 4.41574 2.17824
H -2.67667 5.24603 3.29744
H -4.89558 4.29132 2.74864
H -5.06997 2.50175 1.04143
H -3.06333 1.67379 -0.07232
N -3.46578 -0.78210 0.56890
C -3.01860 -0.65667 -0.71569
N -3.83960 -0.67335 -1.74342
N -3.04388 -0.45401 -2.81833
N -1.82275 -0.31391 -2.46114
N -1.75201 -0.44157 -1.09835
C -2.66152 -0.83505 1.67514
N -3.09908 -1.09873 2.87561
N -1.96966 -1.10951 3.64814
N -0.93470 -0.84805 2.95325
N -1.33185 -0.65195 1.64899
H -4.42501 -1.05737 0.68925
C -0.01336 -3.58533 -1.61836
C 0.26396 -3.34179 -0.13629
O 0.61711 -2.04391 0.16256
C -0.98286 -3.79382 0.66368
F -2.06894 -3.13441 0.21992
F -1.23584 -5.10297 0.48562
F -0.87633 -3.57255 1.96549
C 1.48485 -4.20425 0.27749
F 1.32154 -5.50555 -0.01894
F 2.56810 -3.78777 -0.39405
F 1.75539 -4.12010 1.57806
H -0.86813 -2.98222 -1.92025
H -0.21773 -4.63595 -1.81221
H 0.85841 -3.26675 -2.18698
Br 4.35347 0.81806 -5.14322
C 3.11335 0.53769 -3.72727
C 3.29974 1.19002 -2.52481
C 2.37501 0.97601 -1.50986
C 1.24499 0.14819 -1.65908
C 1.12656 -0.50515 -2.89377
C 2.04521 -0.32527 -3.91954
H 4.14480 1.85291 -2.38291
H 2.56086 1.46285 -0.55969
H 0.28661 -1.15595 -3.08185
H 1.92104 -0.84194 -4.86260
```

Mulliken atomic charge list, values in e, 5 entries:
1. Re 3.912
2. O -0.541
3. S 1.368
4. O -0.734
5. O -0.847

=====

DFT (ωB97M-V/def2-TZVPD) results for an isolated ion of composition C5H5N2O3 and charge -1 at a distorted geometry.

ΔE to the lowest compared entry with this formula, charge and spin = 11.4 kcal/mol
orbital gap (spin up / spin down) = 5.33 / 6.56 eV
⟨S²⟩ = 2.016
total charge = -1
calculated total energy = -528.648515 a.u.
2S+1 = 3

```
15
C5H5N2O3 (ωB97M-V/def2-TZVPD)
C 1.58592 1.30036 2.27568
C 1.17472 0.06261 -0.42326
C 3.37719 -0.08932 1.37808
C 0.11988 0.75191 0.26351
C -0.43656 -1.23609 -1.68899
N 2.76645 0.69840 2.04631
N 0.53309 1.41863 1.40550
O 4.23671 -0.77434 0.94022
O -1.07964 0.97730 -0.08178
O 0.89378 -0.82129 -1.37496
H 1.55876 1.89892 3.17170
H -0.35886 -1.94747 -2.51730
H -1.05127 -0.38418 -1.97581
H -0.89718 -1.71959 -0.82305
H -0.23261 1.97267 1.77713
```

Mulliken atomic charge list, values in e, 5 entries:
1. C -0.191
2. C -0.938
3. C 0.511
4. C 0.720
5. C -0.683